Entry 1:
# C31H37N6O4S2SbSe4Ti

A structure of composition C31H37N6O4S2SbSe4Ti (the ωB97M-V functional and the def2-TZVPD basis, OMol25).

Cartesian coordinates (Å):
Ti 0.21890 -0.58132 0.03761
C -1.73140 5.77009 1.98257
C -0.90163 4.74186 2.73279
N -1.50157 3.40699 2.69770
C -1.26567 2.42209 1.82213
S -0.45677 2.96439 0.34523
N -1.75446 1.25518 2.13393
N -1.65669 0.17710 1.31800
C -2.47161 -0.78468 1.59940
C -3.52836 -0.70871 2.65747
C -2.29274 -2.06274 0.89097
C -3.16959 -3.12984 1.06962
C -2.93360 -4.32059 0.40885
C -1.82461 -4.43784 -0.41239
C -0.99006 -3.34555 -0.53668
N -1.22001 -2.19729 0.10155
H -1.26751 6.75311 2.07012
H -2.74645 5.82849 2.37996
H -1.79067 5.52074 0.92156
H -0.80273 5.00773 3.78424
H 0.10991 4.69424 2.33330
H -2.02015 3.10143 3.50833
H -3.40375 0.19821 3.23667
H -3.46927 -1.56998 3.32470
H -4.52313 -0.69922 2.20478
H -4.03244 -3.02219 1.70835
H -3.61268 -5.15299 0.53845
H -1.59964 -5.34980 -0.94576
H -0.10552 -3.37618 -1.16006
C 2.51315 0.43252 7.20943
O 1.55749 -0.04964 6.26855
C 1.98231 -0.33993 5.03136
C 3.34902 -0.36444 4.67700
C 3.69437 -0.63100 3.38516
C 2.71455 -0.87127 2.39999
C 3.04510 -1.15809 1.05610
C 4.45493 -1.40364 0.63109
O 2.16872 -1.22268 0.14219
C 1.34830 -0.85564 2.77932
O 0.39859 -1.06161 1.88479
C 0.99415 -0.62668 4.10123
H 1.94614 0.68913 8.09918
H 3.01348 1.31995 6.81927
H 3.24598 -0.33784 7.45890
H 4.11368 -0.12831 5.39900
H 4.73740 -0.60581 3.10262
H 4.99341 -0.45356 0.70774
H 4.46730 -1.74055 -0.40177
H 4.95214 -2.12642 1.27676
H -0.04734 -0.57574 4.38525
C -3.51772 2.64491 -3.52276
C -2.01827 2.75652 -3.29215
N -1.26723 1.60379 -3.79765
C -0.79830 1.64841 -5.19114
C -1.71874 0.91302 -6.15408
C -1.03799 0.52981 -3.05100
S -1.69362 0.40737 -1.46887
N -0.38732 -0.48942 -3.66687
C 0.35639 -1.29822 -2.98164
O 0.74404 -1.10183 -1.77133
C 0.86938 -2.52875 -3.63829
C 1.87534 -3.26504 -3.01722
C 2.34646 -4.42670 -3.60958
C 1.81225 -4.85560 -4.81718
C 0.81038 -4.11990 -5.43772
C 0.34172 -2.95516 -4.85268
H -4.02035 3.50283 -3.07464
H -3.90581 1.74088 -3.05334
H -3.76762 2.62499 -4.58385
H -1.81057 2.84683 -2.22851
H -1.61286 3.63829 -3.78785
H 0.20225 1.22501 -5.23172
H -0.72364 2.70171 -5.45769
H -1.79734 -0.13503 -5.86894
H -1.31103 0.96546 -7.16422
H -2.71722 1.34915 -6.16885
H 2.28412 -2.90601 -2.08042
H 3.13438 -4.99498 -3.13270
H 2.18081 -5.76267 -5.27863
H 0.39717 -4.45478 -6.38018
H -0.43299 -2.36528 -5.32387
Se 1.99235 3.10345 4.40718
Sb 3.24646 3.44063 2.42283
Se 5.14330 2.14407 1.87961
Se 2.62171 5.23783 1.03323
Se 1.28119 1.64294 0.17613

Cartesian forces, eV/Å:
Ti 0.0 0.2 0.1
C 0.0 0.0 0.0
C 0.0 0.0 0.0
N 0.0 -0.1 0.1
C 0.1 0.1 0.0
S 0.0 0.1 -0.2
N -0.1 -0.1 0.1
N 0.2 0.0 -0.1
C -0.1 0.0 0.0
C 0.0 0.0 0.0
C -0.1 -0.1 0.1
C 0.0 0.1 -0.1
C 0.0 -0.1 0.0
C 0.0 0.0 0.0
C 0.0 0.1 0.0
N -0.1 -0.1 -0.1
H 0.0 0.0 0.0
H 0.0 0.0 0.0
H 0.0 0.0 0.0
H 0.0 0.0 0.0
H 0.0 0.0 0.0
H 0.0 0.0 0.0
H 0.0 0.0 0.0
H 0.0 0.0 0.0
H 0.0 0.0 0.0
H 0.0 0.0 0.0
H 0.0 0.0 0.0
H 0.0 0.0 0.0
H 0.0 0.0 0.0
C 0.0 0.0 0.0
O 0.0 0.0 0.0
C 0.0 -0.1 0.0
C 0.0 0.0 0.0
C 0.1 -0.1 0.0
C 0.0 0.0 -0.1
C 0.0 -0.1 0.2
C 0.0 0.0 0.0
O 0.0 0.4 -0.3
C -0.2 0.0 -0.2
O 0.2 -0.2 0.1
C 0.1 0.0 0.0
H 0.0 0.0 0.0
H 0.0 0.0 0.0
H 0.0 0.0 0.0
H 0.0 0.0 0.0
H 0.0 0.0 0.0
H 0.0 0.0 0.0
H 0.0 0.0 0.0
H 0.0 0.0 0.0
H 0.0 0.0 0.0
C 0.0 0.0 0.0
C 0.0 0.0 0.0
N 0.0 0.0 0.0
C 0.0 0.0 0.0
C 0.0 0.0 0.0
C -0.1 0.0 -0.1
S 0.0 0.0 0.1
N 0.0 0.0 -0.1
C 0.1 0.2 0.1
O 0.0 -0.5 0.1
C 0.0 0.0 0.0
C 0.0 0.0 0.0
C 0.0 0.0 0.0
C 0.0 0.0 0.0
C 0.0 0.0 0.0
C 0.0 0.0 0.0
H 0.0 0.0 0.0
H 0.0 0.0 0.0
H 0.0 0.0 0.0
H 0.0 0.0 0.0
H 0.0 0.0 0.0
H 0.0 0.0 0.0
H 0.0 0.0 0.0
H 0.0 0.0 0.0
H 0.0 0.0 0.0
H 0.0 0.0 0.0
H 0.0 0.0 0.0
H 0.0 0.0 0.0
H 0.0 0.0 0.0
H 0.0 0.0 0.0
H 0.0 0.0 0.0
Se 0.0 -0.1 0.1
Sb -0.1 0.1 0.1
Se 0.3 -0.1 0.0
Se 0.0 0.2 -0.1
Se -0.2 0.0 0.0

Molar mass, g/mol: 1107.28
Gap between HOMO and LUMO, eV: 5.7



Entry 2:
# C31H38As2F5NO10P2S3Ti

A structure of composition C31H38As2F5NO10P2S3Ti in a non-equilibrium geometry (the ωB97M-V functional and the def2-TZVPD basis, OMol25).

Cartesian coordinates (Å):
Ti -1.23120 1.05073 0.43282
C 1.61609 -1.03046 4.18048
P 1.54780 0.38159 3.00502
C 3.32850 0.85524 2.93686
C 0.99720 1.66467 4.22226
C 0.74946 3.01858 3.56689
P -0.65841 3.01819 2.38100
C -0.48538 4.72971 1.74851
C -2.03713 3.24865 3.56734
H 2.12272 -0.76533 5.11429
H 2.13491 -1.86715 3.71748
H 0.59554 -1.35154 4.39542
H 3.81630 0.74276 3.91089
H 3.39038 1.89527 2.61357
H 3.85026 0.25504 2.19218
H 1.76817 1.75892 4.99731
H 0.09008 1.29960 4.71379
H 1.63398 3.34839 3.01713
H 0.51633 3.77707 4.32320
H -0.27779 5.42151 2.56954
H -1.40798 5.02671 1.25073
H 0.33244 4.76918 1.02856
H -1.83912 4.10980 4.21244
H -2.15711 2.34665 4.16593
H -2.97193 3.39707 3.03139
S -4.74318 -1.22241 2.41456
C -3.42683 -0.55270 1.66812
S -3.30103 -0.22433 -0.02825
S -1.97274 -0.05627 2.50097
C 4.24578 -2.45334 1.67406
O 3.15032 -1.88907 0.97081
C 3.02860 -2.32648 -0.34233
O 3.92546 -2.99678 -0.83296
C 1.79121 -1.94532 -0.97815
C 1.78686 -1.68372 -2.35906
As 0.30127 -1.82069 -3.61046
C 0.77399 -3.59535 -4.33605
C -1.10579 -2.56118 -2.42258
C -1.06493 -2.71000 -1.10426
As 0.17956 -1.76874 0.10883
C 0.43442 -3.24106 1.38549
C -2.06162 -3.54855 -0.36475
O -2.49506 -3.32134 0.73330
O -2.29308 -4.72726 -1.00683
C -3.30688 -5.51630 -0.39355
C -2.34820 -2.85807 -3.21347
O -2.36217 -3.15355 -4.38817
O -3.45985 -2.64953 -2.48668
C -4.70759 -2.65198 -3.16621
C 2.92403 -1.20345 -3.07686
O 3.03527 -1.17581 -4.30528
O 3.89476 -0.61619 -2.29617
C 5.04182 -0.18927 -3.00067
H 4.13525 -2.13993 2.71218
H 5.19618 -2.09229 1.27863
H 4.24524 -3.54178 1.60812
H 1.69613 -3.45563 -4.89833
H -0.02284 -3.95434 -4.98339
H 0.94351 -4.28748 -3.51213
H 0.35383 -4.19259 0.85998
H -0.33264 -3.17448 2.15548
H 1.42049 -3.14958 1.82514
H -3.47585 -6.35291 -1.06870
H -4.21781 -4.93282 -0.26095
H -2.98403 -5.87507 0.58421
H -5.19721 -3.61714 -3.01931
H -4.56980 -2.47739 -4.23116
H -5.30159 -1.86321 -2.71012
H 5.67840 0.29681 -2.26158
H 4.78863 0.51057 -3.79954
H 5.57049 -1.03480 -3.44575
O -0.66535 0.66229 -1.63308
C 0.41466 1.26343 -1.46393
C 1.39241 1.70898 -2.51158
C 2.47026 2.37036 -1.65538
C 1.86223 2.42847 -0.25614
O 2.31185 3.07127 0.67329
N 0.72896 1.64861 -0.21061
H 0.87937 2.40303 -3.17786
H 1.72908 0.86027 -3.10196
H 2.75334 3.37438 -1.96880
H 3.37044 1.75585 -1.59941
F -4.15906 2.40324 1.26964
C -3.60595 3.11499 0.25796
C -2.32223 2.84300 -0.20174
C -1.92980 3.72364 -1.19350
F -0.67597 3.66013 -1.73739
C -2.70202 4.74717 -1.72529
F -2.22668 5.55492 -2.69588
C -3.97708 4.94536 -1.23978
F -4.75946 5.93148 -1.73036
C -4.43328 4.11554 -0.23362
F -5.67062 4.30550 0.26422

Cartesian forces, eV/Å:
Ti 0.1 -0.4 0.9
C 0.0 0.0 0.0
P 0.0 0.0 -0.1
C 0.0 0.0 0.0
C 0.1 0.0 0.1
C 0.0 0.0 0.0
P -0.1 -0.1 -0.1
C 0.0 0.0 0.0
C 0.0 0.1 0.0
H 0.0 0.0 0.0
H 0.0 -0.1 0.0
H 0.0 0.0 0.0
H 0.0 0.0 0.0
H 0.0 0.0 0.0
H 0.0 0.0 0.0
H 0.0 0.0 0.0
H 0.0 0.0 -0.1
H 0.0 0.0 0.0
H 0.1 0.0 0.0
H 0.0 0.0 0.0
H 0.0 0.0 0.0
H 0.0 0.0 0.0
H 0.0 0.0 0.0
H 0.0 0.0 0.0
H 0.0 0.0 0.0
S 0.1 0.1 -0.1
C -0.2 0.0 0.0
S 0.1 -0.1 0.0
S -0.1 -0.1 0.1
C 0.0 0.1 0.0
O -0.1 -0.1 0.0
C 0.0 -0.1 -0.1
O 0.0 0.1 0.2
C 0.1 0.1 0.1
C -0.1 -0.1 0.0
As -0.2 0.0 0.2
C 0.1 0.0 0.0
C -0.1 0.2 -0.6
C 0.0 -0.2 0.5
As 0.1 -0.1 -0.3
C -0.1 0.0 0.0
C 0.4 0.1 0.2
O 0.0 -0.1 -0.2
O -0.1 0.1 -0.1
C 0.0 0.0 0.0
C 0.3 -0.2 0.1
O -0.1 0.0 0.1
O 0.1 0.2 -0.1
C 0.0 -0.1 0.0
C -0.1 0.1 0.1
O 0.0 -0.1 0.0
O 0.0 0.0 -0.1
C 0.1 0.0 0.0
H 0.0 0.0 0.0
H 0.0 0.0 0.0
H 0.0 0.0 0.0
H 0.0 0.0 0.0
H 0.0 0.0 0.0
H 0.0 0.0 0.0
H 0.0 0.0 0.0
H 0.0 0.0 0.0
H 0.0 0.0 0.0
H 0.0 0.0 0.0
H 0.0 0.0 0.0
H 0.0 0.0 0.0
H 0.0 0.0 0.0
H 0.0 0.0 0.0
H 0.0 0.0 0.0
H 0.0 0.0 0.0
H 0.0 0.0 0.0
H 0.0 0.0 0.0
O 0.1 0.0 -0.2
C -0.1 0.0 -0.1
C 0.1 0.0 0.0
C 0.0 0.0 0.0
C -0.1 -0.2 0.1
O 0.1 0.0 0.0
N 0.3 0.2 -0.5
H 0.0 0.0 0.0
H 0.0 0.0 0.0
H 0.0 0.0 0.0
H 0.0 0.0 0.0
F 0.2 0.1 -0.2
C -0.3 0.0 0.1
C -0.5 0.6 -0.3
C 0.2 0.1 -0.2
F -0.2 0.0 0.1
C 0.1 0.0 0.0
F 0.0 -0.1 0.1
C -0.1 0.1 -0.1
F 0.1 -0.2 0.1
C 0.0 0.0 0.1
F 0.1 0.0 0.0

Molar mass, g/mol: 1035.49
Total charge: -2
Gap between HOMO and LUMO (alpha / beta), eV: 5.1 / 6.6
2S+1: 3